[1]
Computed, not measured: a cluster of 7 separate species, C14H41INO11 in total at a distorted geometry, with wB97M-V/def2-TZVPD.

CARTESIAN COORDINATES (ANGSTROEM)
1 I -3.802 -15.116 -9.549
2 C -8.705 -8.926 -7.330
3 C -8.782 -9.534 -5.835
4 C -10.111 -9.114 -5.145
5 O -10.109 -7.673 -5.113
6 C -9.508 -7.219 -3.954
7 N -8.757 -10.994 -5.862
8 H -9.677 -8.961 -7.820
9 H -7.902 -9.515 -7.773
10 H -8.502 -7.856 -7.319
11 H -7.998 -9.118 -5.203
12 H -10.417 -9.579 -4.208
13 H -10.993 -9.233 -5.775
14 H -8.586 -7.792 -3.859
15 H -10.212 -7.355 -3.133
16 H -9.133 -6.202 -4.068
17 H -7.925 -11.142 -6.416
18 H -9.440 -11.361 -6.509
19 C 0.917 -21.345 -12.296
20 C 0.134 -20.146 -11.697
21 O 0.633 -18.853 -12.009
22 O 2.273 -21.229 -11.913
23 H 0.767 -21.372 -13.376
24 H 0.509 -22.305 -11.979
25 H -0.047 -20.163 -10.622
26 H -0.776 -20.083 -12.293
27 H -0.014 -18.147 -11.940
28 H 2.454 -21.795 -11.159
29 C -6.979 -22.351 -6.653
30 C -5.444 -21.956 -6.778
31 O -5.022 -21.501 -8.089
32 O -7.327 -23.507 -7.446
33 H -7.682 -21.571 -6.944
34 H -7.185 -22.643 -5.623
35 H -4.752 -22.680 -6.350
36 H -5.338 -20.985 -6.294
37 H -5.085 -20.544 -8.055
38 H -6.658 -23.612 -8.126
39 C -9.450 -16.481 -13.377
40 C -9.160 -15.044 -12.970
41 O -9.100 -14.927 -11.559
42 O -8.527 -17.604 -13.199
43 H -9.592 -16.459 -14.457
44 H -10.389 -16.772 -12.906
45 H -9.915 -14.280 -13.158
46 H -8.287 -14.613 -13.459
47 H -8.233 -15.220 -11.270
48 H -7.682 -17.399 -12.794
49 C -0.248 -11.295 -14.835
50 C -1.704 -11.330 -14.763
51 O -2.178 -12.646 -14.664
52 O 0.261 -11.900 -13.708
53 H 0.219 -10.348 -15.107
54 H 0.094 -11.882 -15.687
55 H -2.268 -10.879 -15.580
56 H -1.990 -10.700 -13.920
57 H -2.193 -12.859 -13.729
58 H 0.241 -11.243 -13.009
59 C -1.557 -11.303 -4.341
60 C -0.265 -11.498 -3.403
61 O -0.518 -10.758 -2.206
62 O -1.089 -10.690 -5.539
63 H -2.279 -10.638 -3.866
64 H -1.942 -12.296 -4.570
65 H 0.657 -11.144 -3.863
66 H -0.022 -12.555 -3.287
67 H -0.093 -9.899 -2.148
68 H -1.310 -11.326 -6.223

E_tot in eV: -47292.259
Gap between HOMO and LUMO in eV: 6.33
Total charge: -1
HOMO level in eV: -3.97



[2]
Computed, not measured: the molecule C3H9N3 at a distorted geometry, with wB97M-V/def2-TZVPD.

CARTESIAN COORDINATES (ANGSTROEM)
1 C -1.324 0.099 1.745
2 C 0.528 -0.023 0.276
3 C 0.966 -0.014 -1.151
4 H -1.098 -0.845 2.365
5 H -0.840 0.950 2.283
6 H -2.413 0.271 1.848
7 H -1.201 0.813 -0.147
8 H 1.017 0.853 0.787
9 H 0.835 -0.902 0.836
10 H -0.698 -1.074 -1.745
11 H 0.311 -0.647 -2.995
12 H 2.738 0.538 -0.791
13 N -0.901 -0.009 0.344
14 N -0.037 -0.380 -2.070
15 N 2.117 0.370 -1.584

E_tot in eV: -7726.885
Gap between HOMO and LUMO in eV: 10.13
SMILES: [H]/N=C(/N)CNC
Total charge: 0
HOMO level in eV: -9.18



[3]
Computed, not measured: a structure of composition C18H45AgB2N3O4PdS2 at a distorted geometry, with wB97M-V/def2-TZVPD.

CARTESIAN COORDINATES (ANGSTROEM)
1 Ag -20.380 -1.447 15.627
2 Pd -18.350 -3.506 13.174
3 O -15.915 0.599 12.488
4 C -16.474 0.336 11.241
5 C -17.214 -1.062 11.081
6 O -17.795 -1.559 12.242
7 H -15.562 0.379 10.629
8 H -17.165 1.133 10.953
9 H -16.633 -1.905 10.678
10 H -18.020 -0.938 10.337
11 B -20.742 -3.179 13.657
12 H -21.472 -2.643 14.344
13 H -20.083 -3.903 14.230
14 H -21.283 -3.755 12.823
15 H -19.982 -2.443 13.246
16 B -18.952 0.584 15.182
17 H -18.176 0.291 15.984
18 H -19.227 -0.232 14.435
19 H -19.866 1.084 15.687
20 H -18.398 1.383 14.569
21 C -23.058 -5.085 12.071
22 C -22.626 -3.827 11.303
23 C -22.672 -3.910 9.754
24 C -22.018 -5.107 9.197
25 N -21.496 -6.027 8.746
26 H -22.637 -6.054 11.784
27 H -24.089 -5.330 11.798
28 H -22.895 -4.880 13.127
29 H -21.767 -3.252 11.649
30 H -23.391 -3.081 11.534
31 H -22.143 -3.050 9.345
32 H -23.707 -3.945 9.414
33 C -21.471 1.940 12.920
34 C -20.708 1.270 11.797
35 C -21.050 -0.214 11.602
36 C -22.428 -0.392 11.185
37 N -23.533 -0.546 10.886
38 H -21.293 3.016 12.960
39 H -21.142 1.505 13.854
40 H -22.565 1.882 12.956
41 H -19.650 1.255 12.067
42 H -20.838 1.827 10.866
43 H -20.818 -0.767 12.520
44 H -20.413 -0.748 10.892
45 C -26.979 0.222 12.743
46 C -25.693 0.443 13.497
47 C -24.965 -0.849 13.846
48 C -23.789 -0.689 14.724
49 N -22.878 -0.573 15.410
50 H -27.610 1.112 12.793
51 H -27.515 -0.665 13.071
52 H -26.723 0.230 11.680
53 H -25.839 0.957 14.455
54 H -24.919 1.089 13.075
55 H -24.668 -1.387 12.943
56 H -25.643 -1.511 14.394
57 C -18.997 -4.453 8.777
58 S -18.691 -5.690 10.130
59 O -18.894 -4.909 11.426
60 C -20.264 -6.546 9.979
61 H -18.158 -3.770 8.910
62 H -19.970 -3.984 8.903
63 H -18.949 -4.854 7.764
64 H -20.233 -7.413 10.633
65 H -20.593 -6.685 8.947
66 H -21.046 -5.849 10.293
67 C -20.473 -6.789 14.651
68 S -18.690 -6.628 14.906
69 O -18.317 -5.462 14.051
70 C -18.694 -6.023 16.627
71 H -20.681 -7.186 13.660
72 H -20.823 -5.756 14.696
73 H -20.916 -7.432 15.411
74 H -19.732 -5.963 16.964
75 H -18.413 -4.973 16.711
76 H -18.075 -6.665 17.248

2S+1: 3
E_tot in eV: -62541.771
Gap between HOMO and LUMO (alpha / beta) in eV: 5.86 / 5.73
Total charge: -1
HOMO level (alpha / beta) in eV: -3.77 / -3.65



[4]
Computed, not measured: the molecule C5H7BO3 at a distorted geometry, with wB97M-V/def2-TZVPD.

CARTESIAN COORDINATES (ANGSTROEM)
1 B 1.858 0.244 0.124
2 C -0.608 0.989 0.471
3 C 0.319 0.005 0.184
4 C -0.306 -1.107 -0.442
5 C -1.983 0.450 0.354
6 C -1.865 -0.910 -0.308
7 O 0.300 -2.058 -0.911
8 O 2.613 0.194 1.213
9 O 2.481 0.434 -1.098
10 H -0.272 2.032 0.824
11 H -2.663 0.406 1.185
12 H -2.411 1.137 -0.429
13 H -2.230 -0.628 -1.323
14 H -2.347 -1.751 0.136
15 H 3.620 0.230 1.080
16 H 3.493 0.333 -1.061

E_tot in eV: -12118.852
Gap between HOMO and LUMO in eV: 9.55
SMILES: O=C1CCC=C1B(O)O
Total charge: 0
HOMO level in eV: -9.29



[5]
Computed, not measured: a structure of composition C38H78FN10O13S2 at a distorted geometry, with wB97M-V/def2-TZVPD.

CARTESIAN COORDINATES (ANGSTROEM)
1 C -0.071 -1.778 -2.422
2 C 0.161 -2.690 -3.626
3 C -0.837 -2.619 -4.738
4 F -1.905 -3.425 -4.419
5 S -1.430 -0.963 -5.178
6 O -1.775 -1.077 -6.555
7 O -0.353 -0.050 -4.941
8 N -2.662 -0.851 -4.205
9 S -3.550 0.459 -4.298
10 O -3.400 1.237 -5.488
11 O -4.904 0.037 -4.121
12 C -3.248 1.566 -2.914
13 C -1.846 2.004 -2.785
14 C -1.098 1.512 -1.818
15 C 0.162 1.878 -1.716
16 C 0.693 2.721 -2.576
17 C 2.121 3.056 -2.450
18 C -0.064 3.245 -3.542
19 C -1.338 2.880 -3.643
20 H -1.066 -1.391 -2.372
21 H 0.109 -2.331 -1.519
22 H 0.654 -0.998 -2.425
23 H 1.162 -2.553 -3.983
24 H 0.104 -3.700 -3.265
25 H -0.371 -2.967 -5.638
26 H -3.531 1.026 -2.033
27 H -3.877 2.410 -3.070
28 H -1.528 0.816 -1.134
29 H 0.742 1.444 -0.933
30 H 2.494 2.795 -1.482
31 H 2.330 4.074 -2.715
32 H 2.655 2.450 -3.164
33 H 0.348 3.938 -4.237
34 H -1.961 3.270 -4.407
35 C 3.002 -3.282 1.241
36 C 1.698 -2.527 1.117
37 O 1.652 -1.393 0.659
38 N 0.581 -3.161 1.542
39 C 0.473 -4.504 2.108
40 H 3.808 -2.659 0.872
41 H 3.203 -3.524 2.282
42 H 2.967 -4.200 0.653
43 H -0.261 -2.617 1.439
44 H -0.187 -5.098 1.483
45 H 0.052 -4.452 3.108
46 H 1.444 -4.977 2.157
47 C -1.165 -8.626 2.099
48 C 0.064 -8.093 2.799
49 O 0.126 -6.940 3.186
50 N 1.110 -8.948 2.980
51 C 1.209 -10.339 2.583
52 H -1.897 -7.826 2.029
53 H -0.917 -8.962 1.091
54 H -1.597 -9.455 2.660
55 H 1.896 -8.529 3.451
56 H 1.375 -10.968 3.460
57 H 2.048 -10.475 1.898
58 H 0.301 -10.664 2.089
59 C 5.078 2.177 0.284
60 C 4.766 3.603 0.676
61 O 3.735 4.151 0.319
62 N 5.681 4.249 1.448
63 C 6.942 3.742 1.953
64 H 4.264 1.797 -0.323
65 H 6.000 2.132 -0.297
66 H 5.178 1.549 1.170
67 H 5.422 5.191 1.690
68 H 6.944 3.770 3.044
69 H 7.766 4.360 1.590
70 H 7.104 2.721 1.630
71 C -2.413 2.760 2.352
72 C -2.056 4.154 1.908
73 O -2.916 4.993 1.657
74 N -0.744 4.463 1.797
75 C 0.433 3.633 2.051
76 H -3.495 2.678 2.392
77 H -2.030 2.022 1.651
78 H -2.005 2.557 3.343
79 H -0.587 5.409 1.494
80 H 1.030 4.112 2.829
81 H 1.030 3.562 1.141
82 H 0.158 2.634 2.369
83 C 1.678 8.133 3.562
84 C 2.509 7.010 2.985
85 O 2.756 5.998 3.621
86 N 2.964 7.159 1.717
87 C 2.745 8.273 0.813
88 H 1.386 7.864 4.571
89 H 2.253 9.059 3.596
90 H 0.778 8.291 2.966
91 H 3.503 6.370 1.386
92 H 2.239 7.924 -0.087
93 H 3.702 8.709 0.522
94 H 2.139 9.040 1.282
95 C 3.646 -1.945 5.035
96 C 5.004 -2.483 4.642
97 O 5.263 -2.801 3.496
98 N 5.938 -2.602 5.626
99 C 5.806 -2.275 7.034
100 H 3.017 -1.907 4.152
101 H 3.174 -2.593 5.775
102 H 3.735 -0.938 5.443
103 H 6.819 -2.965 5.302
104 H 6.539 -1.515 7.312
105 H 5.982 -3.163 7.643
106 H 4.814 -1.896 7.249
107 C -2.303 -4.616 -7.520
108 C -0.925 -4.593 -8.135
109 O 0.037 -4.079 -7.594
110 N -0.783 -5.177 -9.362
111 C -1.797 -5.829 -10.165
112 H -2.274 -4.118 -6.560
113 H -3.014 -4.091 -8.158
114 H -2.637 -5.645 -7.373
115 H 0.155 -5.128 -9.724
116 H -1.519 -6.870 -10.351
117 H -1.897 -5.323 -11.128
118 H -2.756 -5.810 -9.662
119 C -4.202 -3.074 1.022
120 C -3.559 -4.258 0.334
121 O -3.109 -5.206 0.975
122 N -3.486 -4.221 -1.007
123 C -3.959 -3.181 -1.921
124 H -4.182 -3.244 2.094
125 H -3.656 -2.157 0.798
126 H -5.237 -2.959 0.701
127 H -3.029 -5.025 -1.406
128 H -4.675 -3.615 -2.619
129 H -3.116 -2.787 -2.485
130 H -4.433 -2.365 -1.391
131 C -6.560 7.531 4.865
132 C -6.691 8.381 3.619
133 O -7.472 9.323 3.565
134 N -5.908 8.056 2.567
135 C -4.929 6.975 2.462
136 H -7.245 7.910 5.616
137 H -6.812 6.493 4.649
138 H -5.544 7.579 5.257
139 H -6.040 8.654 1.769
140 H -3.944 7.384 2.252
141 H -5.202 6.306 1.650
142 H -4.880 6.405 3.381

E_tot in eV: -106581.814
Gap between HOMO and LUMO in eV: 7.26
Total charge: -1
HOMO level in eV: -5.58



[6]
Computed, not measured: the molecule C2H2F3P at a distorted geometry, with wB97M-V/def2-TZVPD.

CARTESIAN COORDINATES (ANGSTROEM)
1 C -0.441 0.747 -0.499
2 C -0.317 -0.385 0.458
3 F -0.074 0.483 -1.782
4 F -0.531 -1.714 0.136
5 F -1.192 -0.153 1.452
6 P 1.571 0.024 0.845
7 H -0.986 1.685 -0.251
8 H 1.970 -0.686 -0.359

E_tot in eV: -19544.295
Gap between HOMO and LUMO (alpha / beta) in eV: 8.10 / 7.90
Total charge: 0
HOMO level (alpha / beta) in eV: -9.02 / -9.05



Which formula does entry 3 have?
C18H45AgB2N3O4PdS2